49
Properties=species:S:1:pos:R:3:forces:R:3:nbo_charge:R:1 method="wB97M-V/def2-TZVPD" homo_lumo_gap_ha=0.208 e_tot_ev=-169724.167 total_charge=+2 e_above_lowest_kj_mol=12.0
Zr 0.6910 0.1091 0.4058 0.83 1.33 -1.50 2.0722
C 3.4446 1.0436 -3.6433 0.06 -0.19 -0.10 -0.1853
C 2.7268 1.8837 -2.8278 -0.15 0.04 0.16 -0.1671
C 1.5767 1.4062 -2.1860 0.08 0.29 0.05 -0.2975
C 1.1875 0.0853 -2.3433 -0.58 -0.56 0.37 0.1771
C 1.9329 -0.7805 -3.1510 0.16 -0.05 -0.02 -0.2564
C 3.0369 -0.2901 -3.8082 0.12 0.07 -0.05 -0.1484
N 0.1213 -0.3732 -1.5122 -0.08 -0.06 0.68 -0.7745
C -0.7077 -1.4675 -1.7646 0.32 0.37 -0.19 0.1946
C -1.0871 -1.9299 -3.0193 -0.04 -0.02 -0.04 -0.2485
C -1.9189 -3.0292 -3.0943 -0.14 -0.18 0.01 -0.0931
C -2.3935 -3.6964 -1.9465 0.05 0.09 -0.32 -0.2069
C -2.0313 -3.2479 -0.7067 -0.01 0.09 0.14 -0.1621
C -1.1903 -2.1287 -0.6278 -0.01 -0.16 0.51 0.0767
N -0.7072 -1.5943 0.5773 -0.54 -0.83 -0.52 -0.2920
N -0.9913 -2.1425 1.6622 0.11 0.18 0.63 -0.0828
C -0.4135 -1.4791 2.7810 -0.36 -0.47 -0.36 0.2933
C -0.6094 -2.0325 4.0213 -0.02 -0.03 0.31 -0.1847
C -0.0505 -1.3827 5.1166 -0.07 -0.12 0.11 -0.0840
C 0.6652 -0.2120 4.9266 0.03 0.05 0.02 -0.2182
C 0.8178 0.2742 3.6435 -0.04 -0.08 -0.16 0.1048
N 0.2944 -0.3548 2.5765 -0.12 -0.09 0.00 -0.6081
H 4.3189 1.4081 -4.1668 -0.03 -0.02 0.01 0.2451
H 3.0224 2.9171 -2.7030 -0.01 -0.02 -0.01 0.2363
H 0.9379 2.0944 -1.6435 -0.12 0.06 -0.04 0.2239
H 1.6617 -1.8236 -3.2444 -0.04 0.02 0.01 0.2397
H 3.6086 -0.9506 -4.4485 -0.01 0.05 0.02 0.2435
H -0.7413 -1.4286 -3.9129 -0.01 -0.02 0.00 0.2490
H -2.2210 -3.3903 -4.0695 0.01 0.01 0.02 0.2462
H -3.0399 -4.5564 -2.0511 0.02 0.02 -0.01 0.2509
H -2.3745 -3.7346 0.1952 0.01 0.01 0.01 0.2515
H -1.1851 -2.9431 4.1143 0.02 0.03 0.01 0.2708
H -0.1798 -1.7888 6.1115 0.00 0.00 -0.01 0.2610
H 1.1063 0.3282 5.7530 -0.03 -0.05 0.00 0.2649
H 1.3752 1.1765 3.4432 0.05 0.07 0.00 0.2346
Se 3.2342 1.5711 1.0808 -0.12 -0.24 0.03 0.1300
C 3.0415 -0.1545 0.6697 0.46 0.41 0.18 0.0621
N 2.4955 -1.1566 0.3773 0.18 -0.35 -0.01 -0.5332
Br -4.6437 2.0923 1.2700 -0.29 -0.07 0.04 0.1884
C -2.8762 2.6046 1.0165 -0.05 0.06 0.00 -0.1212
C -2.5061 3.9389 0.9692 0.07 0.24 -0.01 -0.1191
C -1.1707 4.2583 0.7756 -0.13 0.13 0.02 -0.2083
C -0.2505 3.2454 0.6362 0.00 -0.28 0.00 0.0689
N -0.6087 1.9477 0.6823 -0.14 0.27 0.09 -0.6005
C -1.9097 1.6381 0.8693 0.47 0.04 -0.05 0.0209
H -3.2529 4.7143 1.0810 0.01 0.00 0.00 0.2667
H -0.8431 5.2874 0.7322 -0.03 0.00 0.00 0.2643
H 0.7973 3.4510 0.4785 0.06 0.03 0.00 0.2273
H -2.1907 0.5925 0.9040 0.04 -0.09 -0.03 0.2270

***

59
Properties=species:S:1:pos:R:3:forces:R:3:nbo_charge:R:1 method="wB97M-V/def2-TZVPD" homo_lumo_gap_ha=0.318 e_tot_ev=-111393.945 smiles=CCOc1ccc2c(c1)Sc1cccc(CCC(F)(F)C(F)(F)C(F)(F)C(F)(F)C(F)(F)C(F)(F)F)c1N2.ClC(Cl)Cl total_charge=0
C 4.5036 -4.2134 1.7750 -0.31 -0.31 0.05 -0.6519
C 3.8279 -3.8660 3.1076 0.60 -0.68 -0.15 -0.0612
O 3.3668 -2.5169 3.2318 0.35 -0.03 0.02 -0.5129
C 2.9436 -1.9401 2.0651 -0.54 -0.70 0.18 0.2936
C 1.8470 -2.4209 1.3798 -0.31 -0.80 0.43 -0.2683
C 1.4730 -1.8364 0.2039 -0.83 -0.34 -0.37 -0.1833
C 2.1565 -0.7680 -0.3262 -0.52 -0.45 -0.54 0.0952
C 3.2271 -0.2802 0.3802 0.11 1.23 -0.93 -0.1772
C 3.6029 -0.8601 1.5595 1.26 0.56 1.04 -0.2248
S 4.1058 1.1105 -0.2864 0.13 -0.10 -0.11 0.3002
C 2.8038 1.9127 -1.2126 1.80 -1.00 0.33 -0.1769
C 2.9144 3.2751 -1.3982 0.48 0.48 -1.00 -0.2198
C 1.9482 3.9022 -2.1446 0.19 0.31 -0.21 -0.1994
C 0.8928 3.1613 -2.6101 -0.53 1.16 -0.74 -0.2161
C 0.7775 1.8118 -2.4235 -0.92 -0.58 -0.14 0.0686
C -0.4223 1.1351 -3.0616 -0.14 -0.58 0.09 -0.4316
C -1.1158 0.0401 -2.1943 0.83 0.63 0.22 -0.4703
C -2.6152 0.0329 -2.4151 0.86 0.10 -0.84 0.6456
F -3.1305 1.2306 -2.0334 -0.37 -0.25 0.32 -0.3301
F -2.8215 -0.0554 -3.7640 -0.27 -0.09 0.02 -0.3301
C -3.3877 -1.1716 -1.7987 0.64 -0.21 -0.14 0.5879
F -4.4436 -1.5101 -2.5466 -0.39 0.33 0.22 -0.2913
F -2.5382 -2.2315 -1.8823 0.07 0.01 0.18 -0.3145
C -3.7796 -1.0749 -0.2955 -0.03 -0.55 -0.53 0.5812
F -2.6648 -0.7829 0.4061 -0.14 0.53 0.00 -0.3039
F -4.1319 -2.3189 0.0741 -0.16 0.03 -0.05 -0.2891
C -4.9820 -0.1172 0.0281 -0.25 -0.14 0.73 0.5812
F -5.9469 -0.8685 0.6119 -0.05 0.08 -0.01 -0.3022
F -5.5337 0.4197 -1.0647 0.46 -0.04 -0.22 -0.2833
C -4.6973 1.0224 1.0488 -0.54 0.42 0.14 0.5582
F -3.6137 1.7461 0.7560 0.26 -0.43 -0.15 -0.2850
F -5.7480 1.8661 0.9571 -0.04 -0.11 0.02 -0.2954
C -4.6445 0.5443 2.5536 0.59 1.02 0.32 0.9237
F -3.7564 1.3239 3.1932 0.04 -0.23 -0.13 -0.3074
F -4.2552 -0.7187 2.6971 -0.26 0.03 -0.11 -0.2989
F -5.8136 0.7592 3.1446 -0.08 -0.62 -0.17 -0.2913
C 1.7764 1.1518 -1.7230 -0.51 -0.14 -0.72 0.0832
N 1.7015 -0.2611 -1.5792 0.49 0.36 0.24 -0.6489
H 5.1595 -5.0804 1.8901 -0.08 0.05 0.24 0.2213
H 5.1203 -3.4090 1.3746 -0.17 0.08 0.01 0.2210
H 3.7366 -4.5204 1.0623 0.21 0.31 -0.28 0.2118
H 3.0186 -4.5850 3.2785 -0.15 0.24 0.02 0.1665
H 4.5577 -4.0409 3.9001 -0.17 0.39 0.17 0.1887
H 1.2803 -3.2693 1.7470 0.11 0.03 0.12 0.2224
H 0.6113 -2.2272 -0.3269 0.03 0.09 -0.05 0.2194
H 4.4444 -0.4853 2.1336 0.00 0.10 -0.14 0.2268
H 3.7380 3.8702 -1.0272 0.12 -0.33 0.27 0.2353
H 2.0066 4.9587 -2.3695 0.01 0.02 0.12 0.2207
H 0.1372 3.6747 -3.1958 -0.08 -0.08 0.07 0.2106
H -1.1720 1.8785 -3.3340 0.24 0.18 0.06 0.2267
H -0.0871 0.6917 -4.0052 -0.16 -0.07 0.04 0.2190
H -0.8850 0.2629 -1.1498 -0.29 -0.15 0.05 0.2412
H -0.6332 -0.9031 -2.4237 -0.47 -0.22 0.10 0.2491
H 2.1031 -0.7519 -2.3701 0.04 0.02 0.03 0.3904
Cl -0.7253 2.4112 2.4273 -0.06 -0.04 0.03 0.0084
C 0.6746 3.4532 2.1761 0.07 -0.15 -0.07 -0.2833
Cl 1.6194 2.9058 0.7783 -1.16 0.57 1.92 0.0232
Cl 0.1698 5.1342 1.9617 0.03 -0.01 0.01 0.0025
H 1.2985 3.3984 3.0595 -0.03 0.03 -0.01 0.2248

***

58
Properties=species:S:1:pos:R:3:forces:R:3:nbo_charge:R:1 method="wB97M-V/def2-TZVPD" homo_lumo_gap_ha=0.249 e_tot_ev=-106950.579 total_charge=0
Rb 0.5520 -0.1119 -0.2790 0.02 -0.91 0.89 0.9284
N -0.7390 -0.4035 3.4047 -0.06 -0.07 0.07 -0.7786
C 0.5762 -0.2596 3.6740 -0.21 0.19 -0.13 0.5988
N 0.9111 0.0031 4.9371 0.07 -0.02 -0.10 -0.5834
C 2.2202 0.1644 5.1232 0.10 -0.20 0.10 0.5974
N 2.6409 0.3988 6.3818 -0.04 0.05 0.01 -0.7739
N 3.1684 0.0725 4.1744 -0.16 0.06 0.04 -0.5727
C 2.6953 -0.1772 2.9617 0.20 -0.02 -0.19 0.4567
N 1.4208 -0.3514 2.6331 0.17 -0.02 0.17 -0.5751
C 3.7225 -0.2887 1.8681 -0.25 0.02 0.12 0.1341
C 5.0443 -0.5594 2.1899 0.10 -0.01 -0.04 -0.2113
C 5.9596 -0.6975 1.1587 -0.02 0.00 0.03 -0.1668
C 5.5251 -0.5433 -0.1463 0.01 0.01 -0.01 -0.2428
C 4.1865 -0.2514 -0.3646 -0.01 0.04 0.01 0.0392
N 3.2952 -0.1315 0.6153 0.28 -0.09 0.04 -0.4234
H -1.3800 -0.4408 4.1763 0.01 0.01 0.01 0.4048
H -1.0408 -0.7253 2.5013 0.07 0.01 -0.03 0.4103
H 1.9576 0.5549 7.0993 0.00 0.01 0.00 0.4057
H 3.6055 0.6210 6.5421 0.01 0.00 -0.03 0.4065
H 5.3339 -0.6586 3.2250 -0.03 0.00 0.01 0.2414
H 6.9960 -0.9208 1.3759 0.00 0.00 -0.02 0.2200
H 6.2012 -0.6415 -0.9842 0.01 0.01 0.01 0.2253
H 3.8161 -0.1049 -1.3744 -0.03 -0.01 0.01 0.2056
Cl 0.2526 4.7392 -6.5461 0.00 -0.03 0.07 -0.0319
C 0.2799 3.4410 -5.3758 0.00 -0.01 0.02 -0.1215
C 0.3225 2.1151 -5.8325 0.00 -0.05 -0.15 -0.2348
C 0.3524 1.0786 -4.9476 0.02 -0.02 -0.02 -0.0440
Cl 0.4131 -0.5515 -5.5546 0.00 0.05 0.05 -0.0286
C 0.3522 1.2550 -3.5139 0.00 -0.07 0.07 0.4017
O 0.4230 0.2841 -2.7220 -0.04 0.22 -0.86 -0.7646
C 0.2774 2.6325 -3.1010 -0.03 0.34 0.17 -0.3239
C 0.1921 3.0516 -1.7141 0.00 -0.17 -0.22 0.4408
O 0.0959 2.3525 -0.7143 -0.10 0.75 -0.15 -0.6503
C 0.2577 3.6890 -4.0348 0.00 -0.05 -0.08 -0.1556
H 0.3353 1.9087 -6.8948 0.00 0.03 0.01 0.2311
H 0.2101 4.1532 -1.5925 -0.03 0.01 0.01 0.1001
H 0.2161 4.7099 -3.6732 0.00 0.00 0.00 0.2146
N -7.3583 1.1518 -0.1331 0.02 0.00 -0.01 -0.8096
C -6.6821 0.0817 -0.6178 0.09 -0.13 0.12 0.6514
O -7.2333 -0.8206 -1.2134 -0.02 0.03 -0.04 -0.5944
C -5.1930 0.0343 -0.3559 -0.16 0.07 -0.06 -0.1042
C -4.4760 -0.9874 -0.9575 0.07 0.04 0.00 -0.2027
C -3.1096 -1.0549 -0.7433 0.04 -0.06 -0.04 0.0416
N -2.4387 -0.1926 0.0203 -0.15 -0.05 0.16 -0.4454
C -3.1358 0.7866 0.5927 0.03 0.05 -0.03 0.0342
C -4.5043 0.9422 0.4358 0.05 0.00 0.03 -0.2318
H -8.3413 1.2071 -0.3354 0.00 0.02 0.01 0.4110
H -6.9033 1.9311 0.3011 -0.01 0.03 -0.04 0.3938
H -4.9882 -1.7033 -1.5836 0.00 0.00 0.00 0.2508
H -2.5218 -1.8348 -1.2147 0.01 0.00 0.01 0.2026
H -2.5720 1.4906 1.1950 0.01 -0.01 0.01 0.2045
H -4.9894 1.7634 0.9459 -0.01 0.00 -0.01 0.2071
Cl -0.9508 -6.4621 -0.3284 -0.09 -0.06 -0.01 0.0866
C 0.6655 -5.7688 -0.2050 0.00 0.38 0.01 -0.2198
Cl 1.4972 -6.3906 1.2217 0.05 -0.06 0.06 0.0836
Cl 1.5978 -6.1030 -1.6637 0.04 -0.06 -0.06 0.0919
C 0.5388 -4.3072 -0.0676 0.03 -0.20 -0.02 0.2347
N 0.4498 -3.1695 0.0306 -0.05 -0.06 0.03 -0.2652

***

52
Properties=species:S:1:pos:R:3:forces:R:3:nbo_charge:R:1 method="wB97M-V/def2-TZVPD" homo_lumo_gap_ha=0.211 e_tot_ev=-56443.390 total_charge=-1 e_above_lowest_kj_mol=679.6
Ta -0.0648 0.3999 1.0222 -0.99 1.30 0.40 2.1034
O 1.9789 -4.3405 -1.4475 -0.33 0.65 -0.19 -0.6965
C 1.3850 -3.6315 -2.4489 0.24 -0.48 0.20 0.3416
C 1.3365 -4.2522 -3.6942 -0.11 0.14 -0.32 -0.2890
C 0.7527 -3.6012 -4.7679 0.03 0.05 0.18 -0.1820
C 0.2150 -2.3304 -4.5985 -0.04 0.13 0.03 -0.2907
C 0.2686 -1.7145 -3.3571 0.00 0.05 -0.12 -0.0846
C 0.8526 -2.3415 -2.2620 0.36 -0.87 0.27 -0.1630
C 0.9386 -1.6740 -0.9322 -0.15 -0.40 -2.03 0.5939
O 0.6184 -0.4676 -0.8952 1.95 -1.48 -0.47 -0.6963
N 1.3705 -2.3077 0.1236 -0.57 0.59 -0.25 -0.5006
N 1.3671 -1.2869 1.0809 2.20 -4.00 1.35 -0.3112
C 2.1811 -1.6492 2.0131 -0.43 0.49 0.33 0.1516
C 2.3181 -0.7163 3.0955 -0.17 0.19 -0.15 0.1238
C 3.1364 -0.9051 4.2008 0.08 0.04 -0.20 -0.2435
C 3.1568 0.0954 5.1421 0.26 0.08 0.44 -0.1543
C 2.3770 1.2224 4.9403 0.02 -0.30 -0.34 -0.2774
C 1.5923 1.3153 3.7993 0.43 -1.05 0.11 0.1162
N 1.5305 0.3402 2.8345 2.39 -1.66 4.98 -0.4202
H 1.9009 -3.7633 -0.6510 0.16 -0.33 0.22 0.5050
H 1.7606 -5.2413 -3.8117 0.01 0.02 0.12 0.2139
H 0.7169 -4.0823 -5.7383 0.00 -0.01 0.02 0.2014
H -0.2439 -1.8115 -5.4313 0.00 -0.04 0.02 0.2043
H -0.1457 -0.7253 -3.2315 0.04 -0.04 0.21 0.2169
H 2.7358 -2.5841 2.0058 -0.20 0.08 -0.34 0.2015
H 3.7316 -1.8024 4.3076 -0.01 -0.02 -0.07 0.2162
H 3.7768 0.0065 6.0272 -0.02 -0.01 -0.02 0.2085
H 2.3737 2.0300 5.6594 -0.07 0.01 -0.04 0.2162
H 0.9832 2.1777 3.6199 0.01 0.07 0.17 0.2713
Cl -3.2850 5.2372 -4.1114 -0.14 0.21 -0.21 -0.0440
C -2.5090 3.9943 -3.1757 -0.04 0.10 0.34 -0.1177
C -1.9965 2.8659 -3.8127 0.28 -0.43 0.40 -0.1875
C -1.3780 1.8721 -3.0743 0.04 -0.16 -0.53 -0.2897
C -1.2377 1.9499 -1.6703 -0.09 0.14 0.73 0.4998
O -0.6675 1.0369 -0.9619 -1.89 2.36 -1.39 -0.7190
C -1.7782 3.1170 -1.0842 0.04 0.63 0.57 -0.2735
C -1.6482 3.2102 0.3496 0.20 -0.54 -0.92 0.3945
O -1.0908 2.3199 0.9860 -5.76 1.98 -0.61 -0.5349
C -2.4049 4.1297 -1.8080 0.12 -0.22 -0.51 -0.1698
H -2.0753 2.7529 -4.8863 -0.06 0.09 0.01 0.2164
H -0.9858 1.0022 -3.5841 -0.03 0.05 0.00 0.2086
H -2.0577 4.1030 0.8441 0.08 -0.05 0.25 0.1263
H -2.8014 5.0029 -1.3040 0.01 0.01 0.01 0.2122
C -2.6894 0.6664 2.9594 -0.41 0.23 0.16 -0.7241
C -1.6024 -0.2845 2.5233 1.06 -0.33 1.27 0.2645
O -1.5497 -1.4214 2.9850 0.53 0.55 0.77 -0.6270
H -3.3529 0.1865 3.6905 0.14 -0.04 -0.18 0.2090
H -3.2780 0.9730 2.0875 0.12 0.07 0.18 0.2348
H -2.2323 1.5546 3.4136 -0.04 -0.10 -0.20 0.2231
O 0.3721 1.7882 2.0566 1.43 2.48 -2.14 -0.9209
N -2.7937 -1.5350 0.3757 0.24 0.34 -0.13 -0.4327
C -1.8586 -0.8806 0.5964 -0.92 -0.57 -2.39 -0.1251